Entry 1:
# C4H9O2S

A 2-piece molecular cluster, C4H9O2S overall at a distorted geometry (the ωB97M-V functional and the def2-TZVPD basis, the Open Molecules 2025 dataset).

The highest occupied orbital energy is -4.2 eV. The energy above the lowest of the compared OMol25 structures with the same formula, charge and spin comes out at 74.16 kJ/mol. As for the charge: -1. The value obtained for the electronic energy is -706.51972 Ha. The maximum force is 2.4 eV/Å. The LUMO energy comes out at 3.23 eV. The calculation puts the orbital gap at 0.274 Eh.

```
16
C4H9O2S | the Open Molecules 2025 dataset | the ωB97M-V functional and the def2-TZVPD basis
S 2.606 0.100 1.358
O -1.213 -0.929 -0.610
O -1.746 0.226 -2.472
C 1.982 1.734 0.986
C -1.996 -0.316 -1.377
C -3.471 -0.330 -0.855
C 1.045 -0.832 1.121
H -4.080 0.388 -1.425
H 2.643 2.098 0.156
H 0.513 -0.455 0.229
H 0.376 -0.888 1.978
H -3.568 -0.096 0.196
H -3.881 -1.316 -1.070
H 1.980 2.468 1.796
H 1.289 -1.886 0.919
H 1.038 1.815 0.458
```

Entry 2:
# C4H9O3

A 2-piece molecular cluster, C4H9O3 overall at a distorted geometry (the ωB97M-V functional and the def2-TZVPD basis, the Open Molecules 2025 dataset).

The highest occupied orbital energy is -4.3 eV. The energy above the lowest of the compared OMol25 structures with the same formula, charge and spin comes out at 45.97 kJ/mol. As for the charge: -1. The value obtained for the electronic energy is -383.58903 Ha. The maximum force is 1.3 eV/Å. The LUMO energy comes out at 3.88 eV. The calculation puts the orbital gap at 0.303 Eh.

```
16
C4H9O3 | the Open Molecules 2025 dataset | the ωB97M-V functional and the def2-TZVPD basis
O -0.167 -2.181 2.627
O 1.007 -0.666 1.424
O -0.930 1.278 0.582
C -0.102 1.185 -0.568
C 0.349 -1.728 1.597
C -0.167 2.508 -1.314
C 0.200 -2.592 0.298
H 0.221 3.262 -0.650
H 0.361 2.586 -2.263
H -0.370 -2.091 -0.475
H 1.207 -2.715 -0.088
H 0.897 0.946 -0.212
H -0.251 -3.558 0.515
H -0.456 0.408 -1.198
H -1.217 2.769 -1.458
H -0.582 0.591 1.183
```

Entry 3:
# C4H9O3

C4H9O3 as an isolated structure at a distorted geometry (the ωB97M-V functional and the def2-TZVPD basis, the Open Molecules 2025 dataset).

The highest occupied orbital energy is -4.1 eV. The energy above the lowest of the compared OMol25 structures with the same formula, charge and spin comes out at 546.43 kJ/mol. As for the charge: -1. The value obtained for the electronic energy is -383.39841 Ha. The maximum force is 2.6 eV/Å. The LUMO energy comes out at 3.51 eV. The calculation puts the orbital gap at 0.280 Eh.

```
16
C4H9O3 | the Open Molecules 2025 dataset | the ωB97M-V functional and the def2-TZVPD basis
O 2.609 -0.176 -1.499
O -2.655 -0.778 -0.730
O 2.095 0.205 0.944
C -0.195 -0.578 0.499
C 0.984 -0.364 1.450
C -0.680 0.485 -0.238
C -2.118 0.424 -0.660
H -0.826 -1.409 0.799
H 0.464 0.279 2.206
H -2.574 1.023 0.184
H 2.380 0.025 -0.491
H 1.170 -1.317 1.986
H -0.191 1.445 -0.189
H -2.261 1.065 -1.568
H -0.024 -0.466 -0.730
H 1.823 0.137 -1.964
```

Entry 4:
# C4H9O3

A 2-piece molecular cluster, C4H9O3 overall at a distorted geometry (the ωB97M-V functional and the def2-TZVPD basis, the Open Molecules 2025 dataset).

The highest occupied orbital energy is -2.5 eV. The energy above the lowest of the compared OMol25 structures with the same formula, charge and spin comes out at 390.83 kJ/mol. As for the charge: -1. The value obtained for the electronic energy is -383.45768 Ha. The maximum force is 4.4 eV/Å. The LUMO energy comes out at 3.82 eV. The calculation puts the orbital gap at 0.231 Eh.

```
16
C4H9O3 | the Open Molecules 2025 dataset | the ωB97M-V functional and the def2-TZVPD basis
O 1.474 -0.176 2.508
O -1.338 0.827 -0.048
O -0.763 -0.785 2.510
C 0.411 -0.344 3.063
C -0.529 -0.395 -2.386
C 0.486 0.366 -1.526
C -0.036 0.429 -0.073
H -0.455 0.104 1.993
H 0.631 1.082 0.544
H 0.567 1.402 -1.886
H -1.496 0.047 -2.143
H 0.117 -0.577 0.383
H -0.590 -1.433 -2.028
H 0.370 -0.096 4.137
H -0.329 -0.357 -3.461
H 1.479 -0.094 -1.585
```